(1)
DFT (the ωB97M-V functional and the def2-TZVPD basis) results for a cluster of 2 separate species, C22H28F2N4O3 in total at a distorted geometry.

Structure (XYZ):
```
59
C22H28F2N4O3, DFT the ωB97M-V functional and the def2-TZVPD basis
C 2.77 -0.35 -1.69
C 2.32 1.01 -2.23
C 2.56 2.18 -1.24
C 1.69 1.96 0.02
C 2.28 3.60 -1.83
N 2.51 3.66 -3.29
C 3.70 3.69 -3.90
C 3.69 3.70 -5.41
O 4.76 3.71 -3.30
C 2.97 4.75 -1.05
O 3.32 4.62 0.12
N 3.20 5.90 -1.70
C 3.91 7.04 -1.13
H 2.69 -1.09 -2.48
H 2.15 -0.66 -0.85
H 3.82 -0.30 -1.37
H 1.26 0.96 -2.49
H 2.89 1.17 -3.14
H 3.61 2.15 -0.94
H 1.77 2.81 0.70
H 0.64 1.85 -0.26
H 2.02 1.08 0.56
H 1.21 3.78 -1.70
H 1.70 3.62 -3.89
H 3.22 4.62 -5.76
H 3.14 2.83 -5.78
H 4.72 3.66 -5.77
H 2.97 5.93 -2.68
H 3.35 7.42 -0.27
H 4.89 6.72 -0.79
H 4.02 7.83 -1.87
O -3.85 -3.66 1.57
C -3.51 -3.09 2.60
C -2.38 -2.05 2.58
C -1.44 -2.25 1.41
C -0.31 -3.06 1.55
C 0.52 -3.31 0.45
C 0.22 -2.77 -0.80
F 1.00 -3.04 -1.86
C -0.90 -1.94 -0.94
C -1.73 -1.68 0.15
F -2.82 -0.89 -0.02
N -4.08 -3.40 3.82
C -5.09 -4.35 4.10
C -6.07 -4.72 3.17
C -7.03 -5.66 3.56
C -6.99 -6.20 4.84
N -6.06 -5.85 5.74
C -5.14 -4.94 5.37
H -1.82 -2.12 3.51
H -2.83 -1.05 2.54
H -0.07 -3.52 2.51
H 1.39 -3.95 0.55
H -1.13 -1.52 -1.90
H -3.62 -2.98 4.63
H -6.11 -4.30 2.17
H -7.80 -5.97 2.86
H -7.74 -6.93 5.13
H -4.39 -4.66 6.11
```

Properties
F_max, eV/Å: 1.75
Structure (SMILES): CC[C@H](C)[C@H](NC(C)=O)C(=O)NC.O=C(Cc1ccc(F)cc1F)Nc1cccnc1
LUMO, eV: 0.466

---

(2)
DFT (the ωB97M-V functional and the def2-TZVPD basis) results for an isolated molecule of C17H21N3OS2 at a distorted geometry.

Structure (XYZ):
```
44
C17H21N3OS2, DFT the ωB97M-V functional and the def2-TZVPD basis
O -0.50 0.34 -1.95
C -0.61 1.53 -1.75
C -1.94 2.25 -1.62
S -3.15 1.03 -1.03
C -2.25 0.53 0.43
S -1.56 1.67 1.40
N -2.21 -0.77 0.70
C -1.53 -1.19 1.91
C -1.71 -2.68 2.14
C -1.10 -3.48 0.99
C -1.34 -2.76 -0.35
C -2.52 -1.81 -0.26
N 0.47 2.33 -1.61
N 0.42 3.67 -1.41
C 1.60 4.12 -1.29
C 2.68 3.08 -1.40
C 1.86 1.80 -1.60
C 2.00 0.79 -0.50
C 2.32 -0.53 -0.79
C 2.42 -1.47 0.23
C 2.21 -1.09 1.54
C 1.88 0.22 1.84
C 1.77 1.16 0.82
H -1.88 3.08 -0.93
H -2.29 2.59 -2.59
H -1.94 -0.61 2.75
H -0.47 -0.94 1.84
H -1.24 -2.95 3.09
H -2.78 -2.90 2.23
H -1.54 -4.48 0.97
H -0.03 -3.60 1.15
H -0.46 -2.17 -0.62
H -1.52 -3.48 -1.14
H -3.43 -2.33 0.05
H -2.70 -1.35 -1.23
H 1.77 5.17 -1.12
H 3.34 3.30 -2.25
H 3.29 3.05 -0.50
H 2.04 1.32 -2.57
H 2.48 -0.83 -1.81
H 2.67 -2.49 -0.01
H 2.28 -1.82 2.34
H 1.70 0.52 2.86
H 1.49 2.17 1.06
```

Properties
F_max, eV/Å: 1.16
Structure (SMILES): O=C(CSC(=S)N1CCCCC1)N1N=CC[C@H]1c1ccccc1
LUMO, eV: 0.740